Record 1
The molecule C23H32N4O3. Source: the Open Molecules 2025 dataset; level of theory: ωB97M-V with the def2-TZVPD basis set.

As for the spin multiplicity: 1. As for the HOMO energy: -8.15 eV. The value obtained for the LUMO energy is 0.665 eV. The energy is -1340.3795 hartree. As for the SMILES: COc1ccc(C(=O)N[C@H](C)Cc2cnccn2)cc1OC1CCN(C(C)C)CC1.

Last column: natural (NBO) charge in e.
Geometry (Å):
C -0.34727 -5.23879 -0.62138  -0.251
O 0.26977 -4.00240 -0.36488  -0.479
C -0.49347 -2.97900 0.10139  0.266
C -1.85666 -3.04559 0.33918  -0.321
C -2.55886 -1.93836 0.79233  -0.144
C -1.89262 -0.74724 1.02455  -0.179
C -2.54248 0.53546 1.39676  0.676
O -1.91614 1.46344 1.87716  -0.631
N -3.87599 0.63494 1.12313  -0.623
C -4.45587 1.94660 0.91801  -0.045
C -5.85678 2.01646 1.50940  -0.604
C -4.46862 2.27423 -0.59828  -0.452
C -3.24119 1.70553 -1.24282  0.178
C -1.99858 2.33854 -1.22516  0.008
N -0.91620 1.76366 -1.71979  -0.385
C -1.05207 0.55323 -2.24295  -0.017
C -2.28387 -0.08150 -2.27316  0.003
N -3.36641 0.49012 -1.77108  -0.415
C -0.51240 -0.68209 0.81812  -0.272
C 0.20066 -1.77008 0.35627  0.337
O 1.53202 -1.80332 0.11567  -0.500
C 2.34455 -0.69071 0.46573  0.096
C 2.33124 0.40150 -0.60553  -0.433
C 3.34142 1.48831 -0.24511  -0.213
N 4.66773 0.91407 -0.15378  -0.458
C 5.75256 1.88484 -0.18949  -0.026
C 5.95318 2.68052 1.10784  -0.636
C 7.05722 1.20245 -0.60598  -0.613
C 4.72011 -0.05542 0.92122  -0.225
C 3.77315 -1.21179 0.61006  -0.402
H 0.44609 -5.89342 -0.97859  0.202
H -0.78736 -5.66673 0.28556  0.176
H -1.11957 -5.15342 -1.39337  0.174
H -2.39296 -3.96612 0.17139  0.221
H -3.61720 -2.03660 0.98068  0.202
H -4.29492 -0.10358 0.57702  0.397
H -3.79120 2.64520 1.43698  0.236
H -6.27745 3.00700 1.35931  0.212
H -6.50697 1.28493 1.03392  0.200
H -5.82061 1.80889 2.57543  0.222
H -5.34124 1.80640 -1.05759  0.224
H -4.51932 3.35355 -0.73854  0.223
H -1.86659 3.32253 -0.79742  0.202
H -0.15782 0.09307 -2.63797  0.203
H -2.41499 -1.06859 -2.69456  0.201
H -0.03557 0.26277 1.02279  0.249
H 2.01167 -0.27724 1.42874  0.175
H 2.61221 -0.04960 -1.55820  0.210
H 1.34080 0.84563 -0.70681  0.227
H 3.34075 2.25139 -1.02651  0.208
H 3.02664 1.96615 0.70081  0.160
H 5.48345 2.59208 -0.98383  0.191
H 6.70432 3.45092 0.95369  0.213
H 5.02600 3.16164 1.41050  0.209
H 6.28912 2.02977 1.91169  0.203
H 7.47535 0.61478 0.20719  0.197
H 6.87445 0.54742 -1.45304  0.219
H 7.79050 1.95217 -0.89200  0.210
H 5.73691 -0.43879 1.00641  0.207
H 4.43143 0.38799 1.89187  0.162
H 3.81579 -1.96017 1.40222  0.212
H 4.06473 -1.68377 -0.32795  0.212

Record 2
The molecule C12H24O2. Source: the Open Molecules 2025 dataset; level of theory: ωB97M-V with the def2-TZVPD basis set.

As for the spin multiplicity: 1. As for the HOMO energy: -10.34 eV. The value obtained for the LUMO energy is 0.784 eV. The energy is -622.1457 hartree. As for the SMILES: CCCCCCCCCCCC(=O)O.

Last column: natural (NBO) charge in e.
Geometry (Å):
C 0.32494 1.71765 5.04254  -0.598
C 0.51584 0.70383 3.92063  -0.396
C 0.80710 1.38939 2.58764  -0.396
C 1.14428 0.41301 1.45994  -0.393
C 0.02762 -0.56653 1.09333  -0.405
C -1.28663 0.08513 0.65722  -0.401
C -1.17405 1.02490 -0.54555  -0.393
C -0.60580 0.37760 -1.80920  -0.408
C -1.51427 -0.70427 -2.38703  -0.399
C -0.98214 -1.30764 -3.68663  -0.385
C 0.22772 -2.22519 -3.47596  -0.515
C 1.50624 -1.49237 -3.16584  0.799
O 2.24839 -1.74185 -2.25256  -0.600
O 1.77711 -0.53411 -4.06292  -0.695
H 0.11255 1.21459 5.98335  0.206
H -0.50404 2.38530 4.81601  0.199
H 1.22206 2.31994 5.17068  0.199
H -0.38620 0.09582 3.83440  0.193
H 1.34473 0.03744 4.17083  0.194
H -0.04872 2.00498 2.30410  0.191
H 1.65896 2.06203 2.72111  0.199
H 2.02061 -0.17101 1.75243  0.204
H 1.42294 0.98655 0.57374  0.198
H 0.39725 -1.21292 0.29491  0.208
H -0.18014 -1.20982 1.95096  0.202
H -1.70092 0.65243 1.49339  0.200
H -2.00240 -0.70772 0.42893  0.200
H -2.16965 1.41910 -0.76781  0.200
H -0.54251 1.87370 -0.27648  0.200
H 0.37232 -0.04395 -1.58281  0.201
H -0.46400 1.15560 -2.56461  0.203
H -1.64754 -1.50419 -1.65703  0.196
H -2.49673 -0.26715 -2.58339  0.203
H -0.71182 -0.51236 -4.38298  0.213
H -1.77523 -1.90173 -4.14587  0.209
H 0.03775 -2.93541 -2.67014  0.229
H 0.41073 -2.78475 -4.39685  0.238
H 2.61366 -0.09604 -3.84251  0.499

Record 3
A cluster of 2 separate species, C3H2F3N3 in total in a non-equilibrium geometry. Source: the Open Molecules 2025 dataset; level of theory: ωB97M-V with the def2-TZVPD basis set.

As for the spin multiplicity: 1. As for the HOMO energy (alpha / beta): -9.57 / -9.57 eV. The value obtained for the LUMO energy (alpha / beta) is -2.612 / -2.614 eV. The energy is -579.2010 hartree.

Last column: natural (NBO) charge in e.
Geometry (Å):
C -0.49365 0.77370 -0.22097  -0.104
C 0.51701 -0.07628 0.12425  0.006
C 2.92416 0.30863 0.17268  1.214
N 0.06172 1.95586 -0.59990  -0.134
N 1.29932 1.91390 -0.55950  0.011
N 1.66949 0.64393 -0.10996  -0.324
F 3.22872 -0.33935 1.26154  -0.205
F 3.92830 0.90837 -0.38456  -0.202
F 2.88318 -2.14037 -0.86993  -0.793
H -1.55235 0.62619 -0.20281  0.245
H 0.54727 -1.10093 0.42849  0.286

Record 4
The molecule C4H6N2O in a non-equilibrium geometry. Source: the Open Molecules 2025 dataset; level of theory: ωB97M-V with the def2-TZVPD basis set.

As for the spin multiplicity: 1. As for the HOMO energy: -7.19 eV. The value obtained for the LUMO energy is 0.192 eV. The energy is -340.6214 hartree.

Last column: natural (NBO) charge in e.
Geometry (Å):
C -1.16312 -1.91764 0.57193  -0.623
C -0.46641 -0.65347 0.06252  0.085
C 0.25432 0.17828 0.88212  -0.262
N 0.84279 1.20874 0.17156  -0.511
C 0.63657 1.26636 -1.11650  0.534
O 1.31450 2.39478 -1.57089  -0.711
N -0.55534 -0.39603 -1.22789  -0.338
H -0.39837 -2.63820 0.88222  0.228
H -1.82718 -2.42453 -0.13955  0.234
H -1.77255 -1.62375 1.43087  0.227
H 0.43629 0.09338 1.93183  0.212
H 1.41975 1.91095 0.63174  0.419
H 1.27876 2.60113 -2.50997  0.507

Record 5
The molecule C4H9NO2 in a non-equilibrium geometry. Source: the Open Molecules 2025 dataset; level of theory: ωB97M-V with the def2-TZVPD basis set.

As for the spin multiplicity: 1. As for the HOMO energy: -9.64 eV. The value obtained for the LUMO energy is 0.789 eV. The energy is -363.0604 hartree. As for the SMILES: C[C@@H](O)CC(N)=O.

Last column: natural (NBO) charge in e.
Geometry (Å):
C 1.68776 0.97161 -0.78808  -0.664
C 0.22825 0.48196 -0.57258  0.099
O 0.02211 -0.60627 -1.46421  -0.730
C 0.02517 0.04326 0.87616  -0.525
C -1.37054 -0.41095 1.30672  0.676
N -1.93319 -1.37116 0.52390  -0.832
O -1.90032 0.01605 2.31830  -0.615
H 2.43058 0.29189 -0.33794  0.214
H 1.77821 1.94751 -0.32338  0.232
H 1.98430 1.09679 -1.84808  0.215
H -0.47144 1.28400 -0.84302  0.175
H 0.91380 -0.58373 -1.80784  0.477
H 0.71854 -0.78639 1.07156  0.225
H 0.28852 0.87781 1.52611  0.237
H -2.87608 -1.65899 0.73538  0.401
H -1.52569 -1.59341 -0.37300  0.416

Record 6
A structure of composition C5H11N2 in a non-equilibrium geometry. Source: the Open Molecules 2025 dataset; level of theory: ωB97M-V with the def2-TZVPD basis set.

As for the spin multiplicity: 1. As for the HOMO energy: -13.09 eV. Its charge is +1. The value obtained for the LUMO energy is -8.038 eV. The energy is -305.9672 hartree.

Last column: natural (NBO) charge in e.
Geometry (Å):
C 1.02117 -0.87675 -0.64387  0.178
C -0.23513 -0.64787 0.13149  -0.420
C 0.49600 0.67789 -0.37520  -0.345
C 1.47229 1.59302 0.15688  -0.097
C -2.91109 -0.46575 0.45143  -0.135
N -2.51294 0.46136 -0.46433  -0.554
N 2.32063 -0.89977 0.06067  -0.751
H -0.02830 1.08173 -1.19946  0.302
H 1.17245 -1.19974 -1.69292  0.248
H -1.10537 -0.98215 -0.41776  0.293
H -0.07686 -1.03182 1.10679  0.265
H 1.95711 2.33354 -0.49142  0.254
H 2.51280 0.39658 0.13783  0.353
H -2.46604 -0.82750 1.39430  0.162
H -3.94277 -0.77564 0.44884  0.191
H 3.04393 -1.43818 -0.45409  0.409
H 1.46794 1.91546 1.22998  0.264
H -2.18583 0.68560 0.62083  0.384

Q: Look up the energy of the fifth one.
A: -363.0604 hartree

Q: Which value of energy does entry 5 give?
A: -363.0604 hartree